No. 1
ORCA calculation (the ωB97M-V functional and the def2-TZVPD basis) on a structure of composition C22H42NP3SSeW.

Calculated values
Total charge ... +4
HOMO (alpha / beta) ... -18.56 / -18.58 eV
Spin multiplicity ... 3
Kohn-Sham gap (alpha / beta) ... 3.242 / 4.051 eV
Lowest unoccupied orbital energy (alpha / beta) ... -0.563 / -0.534 hartree
Expectation value of S² ... 2.092

```
71
Properties=species:S:1:pos:R:3:forces:R:3:lowdin_spin:R:1
W -0.187047 0.409342 -0.485429 -0.9 3.1 0.2 1.89
P -1.589659 -1.568744 0.024953 -1.1 -2.6 0.9 0.02
P 1.142574 -0.034292 1.440141 1.7 -1.0 2.1 0.07
P 1.265923 -0.930068 -1.987068 0.8 -1.8 -0.7 0.02
H -3.800711 2.605654 -4.863905 1.3 -0.5 -0.3 0.00
C -3.612991 1.521067 -4.994350 -0.6 -0.5 0.1 0.00
C -3.183633 0.655427 -4.042123 -0.5 0.5 -0.6 0.00
H -2.408894 0.882339 -3.276507 -1.0 0.4 0.2 0.00
C -2.916347 -1.212811 1.238206 -0.2 0.3 0.0 0.00
C -0.825444 -3.011034 0.885426 0.3 0.1 0.0 0.01
C -2.513090 -2.476952 -1.264669 0.0 0.4 -0.5 0.01
C 2.501153 1.111477 1.855365 -0.2 0.4 -0.2 0.02
C 0.297669 -0.189179 3.047052 -0.4 0.1 0.3 0.02
C 2.137616 -1.583732 1.418859 -0.1 -0.1 -0.2 0.02
C 0.322268 -0.577853 -3.502758 0.0 -0.1 -0.4 0.02
C 1.321139 -2.721986 -1.663496 -0.3 -0.4 -0.2 0.00
C 3.043373 -0.729418 -2.338246 0.4 0.6 0.0 0.00
H -3.986784 1.124994 -5.968863 -0.5 0.2 1.2 0.00
H -3.706597 -0.308025 -3.974777 1.1 -0.2 -0.6 0.00
H -3.628896 -0.487054 0.834617 0.0 -0.2 0.0 0.00
H -2.515490 -0.817932 2.177700 0.1 -0.1 -0.2 0.00
H -3.436799 -2.155548 1.454573 0.1 0.2 -0.1 0.00
H -0.410502 -2.734805 1.857523 -0.2 -0.1 -0.1 0.00
H -0.039532 -3.474994 0.286668 -0.2 0.1 0.2 0.00
H -1.607582 -3.764130 1.042712 0.0 0.3 0.0 0.00
H -3.224194 -1.809723 -1.763535 0.1 -0.1 0.0 0.00
H -3.067813 -3.297488 -0.780438 0.2 0.3 -0.1 0.00
H -1.840595 -2.903114 -2.018923 -0.2 0.1 0.1 0.00
H 3.166240 0.562913 2.539254 -0.2 0.2 -0.2 0.00
H 2.120764 2.008535 2.358306 0.1 -0.1 -0.2 0.00
H 3.062580 1.387199 0.958642 0.0 0.0 0.2 0.00
H 1.062839 -0.499063 3.783428 -0.3 0.1 -0.3 0.00
H -0.498549 -0.947851 3.045396 0.3 0.3 0.0 0.00
H -0.123532 0.775650 3.367898 0.2 -0.4 -0.1 0.00
H 2.770083 -1.559850 2.323471 -0.2 0.0 -0.4 0.00
H 2.779177 -1.617625 0.524983 -0.1 0.0 0.5 0.00
H 1.511347 -2.480008 1.464595 0.3 0.3 -0.1 0.00
H 0.875070 -0.995728 -4.368904 -0.3 0.2 0.3 0.00
H 0.180003 0.511568 -3.655108 0.2 -0.4 0.0 0.00
H -0.677388 -1.045180 -3.461465 0.4 0.1 0.0 0.00
H 1.937878 -3.206706 -2.435432 -0.3 0.1 0.1 0.00
H 0.322403 -3.166047 -1.660068 0.3 0.0 -0.2 0.00
H 1.798694 -2.917278 -0.694424 -0.1 0.1 -0.4 0.00
H 3.319648 -1.498926 -3.084195 -0.3 0.4 0.2 0.00
H 3.645454 -0.930771 -1.436968 -0.3 0.1 -0.3 0.00
H 3.318403 0.260410 -2.730576 -0.1 -0.3 0.1 0.00
C 0.970179 3.245549 -2.842934 -0.5 0.5 0.1 -0.01
C -0.363605 3.209691 -3.261254 -0.6 -0.6 -0.5 -0.01
C -0.641893 3.253929 -4.632177 -0.2 0.2 0.2 0.00
C 0.385106 3.564602 -5.538902 -0.2 -0.4 0.1 -0.03
C 1.702523 3.708705 -5.079809 -0.3 0.3 0.0 0.00
C 2.007567 3.563032 -3.733537 0.2 -0.5 0.5 -0.01
Se 1.296358 2.720967 -1.019612 0.4 0.0 -1.1 0.03
H 1.238375 1.214849 -1.531365 0.6 0.0 0.3 0.00
H -1.181298 3.115901 -2.536953 0.3 -0.1 -0.3 0.00
H -1.662024 3.034292 -4.990184 0.7 0.5 0.3 0.00
H 0.134440 3.674566 -6.603362 0.3 -0.1 0.5 0.00
H 2.484680 3.941403 -5.784582 0.1 0.1 0.0 0.00
H 3.024516 3.643295 -3.351091 -0.1 0.0 -0.3 0.00
S -1.959610 1.760014 0.414644 -0.3 -0.3 -0.6 -0.06
C -1.642102 2.423169 1.998612 -0.4 0.2 1.5 0.01
N -2.465309 1.992386 3.017191 1.1 -0.2 0.1 0.00
C -2.203559 2.244382 4.339653 -0.3 0.1 -0.8 0.00
C -1.135221 3.069950 4.672824 -0.1 -0.3 0.0 -0.01
C -0.326987 3.595572 3.651793 -0.6 0.1 0.5 0.00
C -0.636762 3.323659 2.311967 0.2 -0.3 0.1 -0.01
H -3.229489 1.362928 2.757142 0.1 0.3 0.3 0.00
H -2.869786 1.753924 5.062812 0.3 0.4 -0.3 0.00
H -0.966875 3.284244 5.734863 0.1 -0.1 -0.5 0.00
H 0.524908 4.216841 3.951371 -0.4 -0.1 -0.4 0.00
H -0.089767 3.781994 1.498549 0.2 -0.1 0.1 0.00
```
Positions in Å, forces in eV/Å.

---

No. 2
ORCA calculation (the ωB97M-V functional and the def2-TZVPD basis) on a structure of composition C22H42O38S9.

Calculated values
HOMO ... -10.51 eV
Spin multiplicity ... 1
Kohn-Sham gap ... 10.260 eV
Lowest unoccupied orbital energy ... -0.009 hartree

```
111
Properties=species:S:1:pos:R:3:forces:R:3:mulliken_charge:R:1
C 1.808091 -14.125206 11.570261 0.3 -0.5 0.0 -0.21
C 0.327477 -14.498621 11.566908 -0.3 0.5 0.8 -0.24
O -0.357539 -13.206364 11.448919 -1.0 0.0 0.0 -0.35
S 0.539936 -11.999771 12.065281 0.1 -1.3 0.3 1.12
O 0.588434 -12.111529 13.509284 -0.2 0.3 -1.8 -0.54
O 0.272160 -10.731855 11.428296 0.4 -2.3 0.7 -0.50
O 1.826754 -12.733702 11.442555 1.2 2.7 0.3 -0.32
H 2.394628 -14.453360 10.712127 -0.2 -0.4 0.1 0.28
H 2.275454 -14.457139 12.497361 0.1 0.1 0.0 0.22
H 0.033125 -14.941235 12.518506 0.0 0.1 0.0 0.26
H 0.076350 -15.229810 10.798536 -0.4 0.7 -0.4 0.29
C 12.641550 -12.422811 0.163486 0.0 0.9 -0.2 -0.23
C 12.372124 -12.026322 -1.296336 0.1 -0.8 -0.4 -0.25
O 13.341031 -12.780315 -2.031049 1.2 -1.4 -0.4 -0.32
S 13.785601 -14.186960 -1.308040 1.8 -0.8 -0.5 1.09
O 15.271580 -14.283611 -1.188752 -4.3 0.7 -0.4 -0.52
O 13.080835 -15.347681 -1.867699 1.1 2.7 1.2 -0.52
O 13.137145 -13.746607 0.094954 0.1 -1.5 -0.1 -0.30
H 11.716142 -12.406863 0.739221 0.2 -0.2 0.1 0.27
H 13.413380 -11.841112 0.667465 -0.1 0.3 -0.2 0.28
H 12.509219 -11.002688 -1.644872 0.1 0.1 0.7 0.27
H 11.393675 -12.367778 -1.634186 -0.2 0.0 0.2 0.25
C 2.267467 -10.165806 5.181432 -0.2 -0.4 -0.1 -0.36
C 0.864803 -9.883368 5.869094 1.8 0.1 -0.3 -0.10
O 0.935767 -8.484827 6.008166 0.8 2.4 1.1 -0.36
S 2.438259 -7.736259 5.719387 -1.8 1.1 -0.3 1.07
O 3.292643 -7.629613 6.881635 -1.0 -1.6 -1.2 -0.51
O 2.199380 -6.461802 5.071007 0.0 -2.4 0.3 -0.52
O 2.767724 -8.895972 4.638704 0.1 0.0 1.0 -0.29
H 2.260443 -10.911091 4.386078 -0.1 0.4 -0.2 0.32
H 2.999191 -10.506080 5.914167 -0.2 0.1 0.2 0.28
H 0.812393 -10.402841 6.825910 0.3 0.2 0.2 0.20
H -0.078149 -10.118726 5.375598 0.4 0.0 -0.7 0.26
C 8.991020 -12.053156 9.492440 -0.2 0.5 -0.6 -0.18
C 8.260353 -11.230911 8.403096 0.0 0.5 0.4 -0.28
O 8.221267 -12.075487 7.279418 -0.1 -1.0 -2.5 -0.30
S 9.555595 -12.981670 7.161257 1.2 0.0 0.8 1.08
O 10.699614 -12.139834 6.850123 -1.7 -1.0 0.5 -0.53
O 9.454976 -14.245283 6.422853 -0.8 2.9 2.1 -0.51
O 9.445938 -13.201204 8.799496 1.3 -1.6 -0.9 -0.32
H 8.280401 -12.365523 10.257644 0.3 -0.2 0.0 0.27
H 9.835687 -11.500931 9.904361 -0.1 -0.1 0.1 0.24
H 8.773624 -10.307833 8.133699 0.0 0.0 0.2 0.26
H 7.221538 -11.019398 8.656551 0.1 0.0 0.0 0.27
C 6.947678 -18.042947 1.417329 0.4 -1.0 -2.0 -0.23
C 7.736150 -17.445012 0.231341 1.3 0.0 0.6 -0.37
O 6.816372 -16.702675 -0.484466 -1.9 1.0 -0.1 -0.30
S 5.737425 -16.011116 0.524839 0.0 3.1 -2.6 1.06
O 4.451633 -16.186274 -0.159404 2.3 0.2 2.2 -0.51
O 6.214509 -14.601817 0.798966 -1.5 -4.8 0.0 -0.53
O 5.981052 -17.072403 1.720823 -0.8 2.6 0.6 -0.27
H 7.628216 -18.302723 2.228180 -0.5 0.2 0.2 0.29
H 6.290185 -18.839086 1.068072 0.8 -0.8 0.1 0.28
H 8.229377 -18.102120 -0.484917 -0.3 -0.5 0.4 0.29
H 8.500779 -16.747610 0.573508 0.2 -0.1 0.4 0.29
C 12.543717 -4.264242 15.436872 -0.4 1.3 -1.0 -0.23
C 11.219634 -4.787670 14.858696 -1.8 1.9 1.3 -0.26
O 11.332571 -6.120316 14.376969 1.3 -0.2 0.0 -0.31
S 12.905318 -6.336874 14.007315 0.8 1.5 -2.4 1.08
O 13.120829 -5.653977 12.705117 -0.3 -1.5 3.3 -0.53
O 13.388243 -7.702538 14.147187 -1.3 2.8 0.6 -0.50
O 13.393777 -5.299052 15.240613 2.5 -4.3 -1.0 -0.34
H 12.565025 -3.935223 16.475816 -0.4 -0.6 0.2 0.28
H 12.970461 -3.431288 14.878137 -0.5 0.4 -0.3 0.24
H 10.829912 -4.052514 14.154599 0.2 -0.6 -0.7 0.26
H 10.490377 -4.760264 15.668345 -0.1 -0.6 -0.1 0.30
C 13.700983 -1.697003 3.930716 -1.8 2.2 -1.1 -0.27
C 14.568822 -2.059773 5.033934 1.2 -1.6 -0.2 -0.23
O 13.861990 -3.131115 5.613457 -0.7 -2.6 1.5 -0.36
S 13.043497 -4.164943 4.560707 0.8 2.4 1.0 1.08
O 11.743644 -4.564999 5.103015 2.8 1.4 -1.3 -0.49
O 13.960729 -5.171090 4.097245 -1.1 1.0 0.1 -0.49
O 12.975363 -2.872515 3.505607 -0.2 -1.2 -0.2 -0.34
H 14.310153 -1.241455 3.150024 -0.3 -0.6 -0.6 0.29
H 13.004330 -0.905766 4.207718 -0.6 -0.3 0.0 0.27
H 14.868178 -1.349440 5.804594 -0.6 0.1 -0.1 0.31
H 15.469110 -2.334129 4.484127 0.6 -0.9 0.8 0.24
C 13.062040 -14.965973 15.321402 0.5 1.1 -1.0 -0.20
C 12.734164 -16.177748 16.083673 1.9 -2.0 1.0 -0.28
O 13.587812 -16.048741 17.286834 0.5 0.5 0.2 -0.33
S 14.986159 -15.233396 16.982449 -0.2 1.5 1.4 1.08
O 16.165737 -16.096953 16.907366 -2.7 1.6 -0.2 -0.51
O 15.001921 -14.056528 17.880229 0.1 -2.9 -2.0 -0.53
O 14.496717 -14.753839 15.504290 0.1 -0.4 0.9 -0.32
H 12.454911 -14.130424 15.669781 0.4 0.3 0.0 0.26
H 13.008504 -15.055208 14.236377 -0.5 -0.1 0.1 0.27
H 13.174175 -17.067017 15.632365 -0.4 -0.1 -0.5 0.26
H 11.705094 -16.408538 16.359111 0.2 0.6 0.2 0.29
C 4.898637 -12.275893 18.248173 0.1 -1.3 0.6 -0.25
C 5.447901 -12.732208 16.898234 0.2 -0.7 1.1 -0.25
O 5.667110 -14.155934 17.132334 -0.1 -0.9 -0.9 -0.32
S 4.482823 -14.895153 17.991818 0.5 0.1 1.1 1.09
O 4.997684 -16.078672 18.747531 -1.1 4.1 -2.1 -0.51
O 3.278923 -15.092358 17.189440 2.1 0.8 1.4 -0.50
O 4.423045 -13.481505 18.975924 -1.1 -1.3 -1.4 -0.36
H 4.168006 -11.486293 18.072640 -0.3 -0.3 0.7 0.28
H 5.709782 -12.004607 18.923862 -0.1 0.6 -0.3 0.28
H 6.400686 -12.216670 16.777781 0.2 -0.6 -0.2 0.27
H 4.847935 -12.513527 16.014866 -0.4 -0.5 0.2 0.26
O 7.656499 -18.308314 11.710833 0.7 -1.1 -1.3 -0.59
C 8.163459 -19.218797 11.087782 -0.6 0.8 1.7 0.48
O 8.850936 -20.197703 11.802212 0.1 0.3 -0.6 -0.34
C 9.376540 -21.208974 10.901555 0.1 0.7 0.8 -0.40
C 8.495414 -21.043077 9.714902 0.7 0.0 -1.9 -0.44
C 8.175110 -19.560205 9.586840 -0.1 0.1 1.7 -0.39
H 9.394648 -22.189211 11.377903 -0.6 0.1 0.1 0.30
H 10.428324 -21.044944 10.667144 0.1 0.6 0.0 0.25
H 7.559035 -21.581903 9.859664 0.2 -0.3 -0.5 0.29
H 9.116340 -21.252490 8.843869 -0.7 -1.1 -0.3 0.28
H 7.235938 -19.380850 9.063498 0.0 0.2 0.4 0.28
H 8.927342 -18.927907 9.115199 0.3 -0.3 0.0 0.28
```
Positions in Å, forces in eV/Å.

---

No. 3
ORCA calculation (the ωB97M-V functional and the def2-TZVPD basis) on a cluster of 3 separate species, C22H43B2I2NO12S in total.

Calculated values
SMILES ... C#C[C@]1(B(O)OC)[C@H](B(O)N(C)C)S(=O)(=O)O[C@H]([C@H](I)CC)[C@@]1(O)CC(=O)I.COCCOC.COCCOC
HOMO ... -8.75 eV
Spin multiplicity ... 1
Kohn-Sham gap ... 8.715 eV
Lowest unoccupied orbital energy ... -0.001 hartree

```
83
Properties=species:S:1:pos:R:3:forces:R:3:mulliken_charge:R:1
C 1.088813 2.361504 3.653772 -0.1 -0.1 -0.1 -0.49
C 0.705319 2.779928 2.594808 0.9 0.9 -0.3 -1.76
C 0.526916 3.549548 1.336342 -1.1 -0.4 0.1 1.74
B -0.744693 4.508939 1.592771 -0.2 0.8 0.2 1.08
O -1.473284 5.059727 0.543565 0.3 -0.7 0.3 -0.62
O -1.119477 4.791182 2.891346 0.0 -0.6 -0.2 -0.61
C -2.299504 4.044186 3.263413 0.4 0.2 -0.4 -0.74
C 0.100425 2.477552 0.243776 0.4 0.6 0.5 -0.99
B 0.572849 0.947591 0.534580 0.4 -0.5 -0.6 0.02
O -0.435315 -0.023744 0.522476 0.3 0.6 0.7 -0.30
N 1.948444 0.501833 0.764960 -0.5 -0.8 0.4 0.29
C 2.453568 -0.365478 -0.328850 0.4 0.7 -0.5 -1.15
C 1.900716 -0.373919 1.978207 0.0 -0.1 -0.1 -1.11
S 0.574500 2.844631 -1.449909 -0.3 -1.6 -1.7 1.55
O -0.467320 3.488654 -2.186668 -0.2 1.5 0.8 -0.75
O 0.928725 1.610102 -2.076946 0.9 -0.6 0.7 -0.74
O 1.919303 3.704910 -1.354047 -1.5 0.0 0.5 -0.47
C 1.656293 4.855155 -0.488928 1.4 0.3 -0.4 -1.57
C 2.590816 5.951165 -1.028537 -0.4 0.2 -0.2 -1.52
I 4.698097 5.440775 -0.965774 -0.4 0.2 0.0 0.02
C 2.300940 7.388461 -0.580782 -0.6 0.5 -0.1 -0.27
C 0.809137 7.787826 -0.756266 0.4 -0.3 0.3 -1.12
C 1.842681 4.340183 0.967391 -0.5 -1.6 0.5 1.61
O 2.841473 3.356421 0.889141 0.7 0.7 0.0 -0.51
C 2.066645 5.389930 2.073099 -0.2 0.3 0.3 -0.26
C 3.508749 5.718171 2.447364 -0.2 -0.1 -0.3 -0.70
O 4.072638 6.703437 2.162944 0.2 0.8 -0.1 -0.40
I 4.665959 4.345928 3.710612 -0.5 -0.2 -0.1 -0.05
H 1.483561 1.961623 4.555933 -0.1 -0.1 0.1 0.64
H -2.255762 4.535482 0.340912 -0.2 0.3 -0.3 0.31
H -2.260581 3.889973 4.340166 -0.2 0.1 -0.1 0.24
H -2.276361 3.062871 2.762749 -0.2 0.1 0.3 0.24
H -3.190045 4.591327 2.940277 0.0 -0.1 0.3 0.30
H -0.997149 2.458760 0.241782 0.2 0.0 -0.5 0.65
H -1.062461 0.163383 1.231712 -0.5 -0.1 -0.4 0.23
H 2.871474 0.229833 -1.145889 -0.2 0.0 0.2 0.25
H 1.663117 -0.993300 -0.765794 0.2 -0.1 0.2 0.30
H 3.270518 -0.970814 0.071171 -0.2 -0.1 -0.1 0.48
H 1.846427 -1.424937 1.666234 0.0 0.1 0.2 0.38
H 2.790896 -0.231153 2.602959 0.0 0.0 -0.2 0.21
H 1.026620 -0.182794 2.606930 0.1 0.1 0.0 0.40
H 0.634992 5.167069 -0.742330 0.1 0.2 0.6 1.14
H 2.393344 5.951613 -2.105438 0.1 -0.2 0.1 0.75
H 2.861531 8.050173 -1.249285 0.2 -0.1 0.3 0.55
H 2.580417 7.627368 0.445990 0.3 -0.3 -0.2 0.12
H 0.534940 7.810046 -1.814326 -0.2 -0.1 0.2 0.33
H 0.633071 8.778036 -0.325977 0.1 -0.1 -0.2 0.41
H 0.161050 7.101257 -0.199676 -0.1 0.1 -0.3 0.17
H 3.124572 3.094587 1.775190 -0.1 -0.2 0.0 0.46
H 1.593978 5.117660 3.026839 0.0 -0.5 -0.3 0.79
H 1.549135 6.311611 1.776080 0.4 0.1 0.0 0.47
C -4.215784 -4.742379 -0.410924 0.0 -0.1 -0.1 -0.87
O -2.833023 -5.025231 -0.284083 -0.1 0.2 0.1 -0.28
C -2.021817 -3.858310 -0.357831 0.3 -0.3 0.0 -0.40
C -1.604354 -3.374960 1.015490 -0.1 0.4 -0.1 -0.22
O -2.721203 -2.930591 1.781133 0.0 -0.2 0.0 -0.36
C -3.179758 -3.904231 2.703709 0.0 0.1 0.1 -0.77
H -4.769743 -5.609361 -0.051360 0.0 0.0 0.0 0.27
H -4.512202 -3.871398 0.177169 0.0 0.0 0.0 0.39
H -4.469780 -4.575074 -1.463416 -0.1 0.1 0.0 0.31
H -2.535852 -3.065778 -0.909738 0.0 0.0 0.1 0.37
H -1.123642 -4.130847 -0.920634 0.0 0.0 0.0 0.31
H -0.939470 -2.514864 0.894626 0.0 0.0 0.0 0.05
H -1.052084 -4.152701 1.552334 -0.1 -0.1 0.0 0.34
H -2.529601 -3.921478 3.585088 0.0 -0.1 0.0 0.32
H -3.218846 -4.901907 2.261863 0.0 0.0 0.0 0.31
H -4.185458 -3.622723 3.015092 0.0 0.1 0.0 0.26
C 0.441938 -8.653540 -4.667634 0.0 -0.1 0.0 -0.70
O -0.648327 -8.998405 -3.830312 0.1 0.2 0.0 -0.37
C -0.463760 -8.585963 -2.482405 -0.3 -0.2 -0.1 -0.72
C -1.202721 -7.297416 -2.179908 0.4 0.2 0.2 -0.15
O -0.672446 -6.202679 -2.916390 -0.1 -0.2 -0.1 -0.35
C -1.432514 -5.895726 -4.072548 0.0 0.1 0.1 -0.78
H 0.105431 -8.723953 -5.701506 0.0 -0.1 0.0 0.25
H 0.793842 -7.636234 -4.484607 0.0 0.0 0.0 0.29
H 1.267629 -9.357596 -4.517989 0.1 0.1 0.0 0.32
H 0.601580 -8.486198 -2.252552 0.0 0.1 0.0 0.37
H -0.871636 -9.378927 -1.848120 0.0 0.0 0.0 0.38
H -1.072392 -7.059460 -1.120595 -0.1 0.0 0.0 0.22
H -2.274634 -7.406574 -2.367145 0.0 0.0 0.0 0.33
H -2.326838 -5.328328 -3.792351 -0.1 0.0 -0.1 0.28
H -1.728170 -6.793039 -4.620064 0.0 0.0 0.0 0.38
H -0.815059 -5.278400 -4.724457 0.0 0.0 0.1 0.25
```
Positions in Å, forces in eV/Å.